(1)
9
Properties=species:S:1:pos:R:3:nbo_charge:R:1 method="wB97M-V/def2-TZVPD" smiles="CP([O-])ON=O" homo_lumo_gap_ev=7.48 charge=-1 homo_energy_ev=-2.96
C 1.389 0.173 -0.185 -1.06
P -0.277 0.928 -0.451 1.28
O -0.834 1.154 0.897 -1.17
O -1.307 -0.445 -1.026 -0.61
N -2.159 -0.917 -0.158 0.29
O -1.805 -1.212 0.986 -0.39
H 2.095 -0.113 -0.992 0.21
H 1.204 -0.669 0.495 0.23
H 1.694 1.101 0.434 0.22



(2)
10
Properties=species:S:1:pos:R:3:nbo_charge:R:1 method="wB97M-V/def2-TZVPD" homo_lumo_gap_ev=9.28 charge=-1 homo_energy_ev=-5.58
C 0.136 -0.052 -0.002 -0.98
N -4.233 0.392 2.133 -0.88
O 0.058 -2.248 1.790 -1.14
O 0.789 0.018 2.756 -1.14
O -1.656 -0.306 2.099 -1.10
P 0.097 -0.816 1.753 2.35
S -3.193 -0.464 2.654 1.22
H 1.153 -0.023 -0.303 0.22
H -0.580 -0.531 -0.543 0.22
H -0.148 1.077 0.117 0.23



(3)
9
Properties=species:S:1:pos:R:3:nbo_charge:R:1 method="wB97M-V/def2-TZVPD" homo_lumo_gap_ev=4.85 charge=-2 homo_energy_ev=1.79
C -0.361 0.399 0.010 -0.37
N -1.177 -0.696 0.509 -0.40
O -2.485 -0.164 0.320 -0.93
O 2.342 1.183 0.329 -1.11
O 1.973 -0.978 -0.868 -1.10
S 1.638 -0.138 0.350 1.32
H -0.146 0.645 -1.023 0.15
H -0.529 1.241 0.648 0.17
H -1.256 -1.492 -0.275 0.28



(4)
9
Properties=species:S:1:pos:R:3:nbo_charge:R:1 method="wB97M-V/def2-TZVPD" homo_lumo_gap_ev=4.45 charge=-2 homo_energy_ev=2.15
C -0.217 0.062 -0.312 -0.50
N -1.274 -0.037 0.904 -0.35
O -2.535 -0.053 0.366 -0.89
O 2.020 1.502 -0.243 -1.11
O 2.256 -0.916 -0.363 -1.11
S 1.590 0.204 0.324 1.43
H -0.268 -0.754 -1.199 0.13
H -0.399 1.019 -0.872 0.17
H -1.174 -1.028 1.395 0.23



(5)
10
Properties=species:S:1:pos:R:3:nbo_charge:R:1 method="wB97M-V/def2-TZVPD" homo_lumo_gap_ev=8.65 homo_energy_ev=-10.27
C -1.441 1.985 0.088 -0.50
N -0.710 -0.780 -0.409 -1.02
O 2.122 -1.583 -0.436 -0.86
O 1.170 -0.172 1.326 -0.93
O 0.840 1.039 -0.991 -0.90
S 2.121 -0.281 0.163 1.70
S -0.262 0.872 -0.009 1.53
H -2.264 1.326 0.410 0.17
H 0.084 -1.454 -0.162 0.42
H -1.660 -0.952 0.021 0.39



(6)
9
Properties=species:S:1:pos:R:3:nbo_charge:R:1 method="wB97M-V/def2-TZVPD" smiles="O=CO.O=NO" homo_lumo_gap_ev=10.59 homo_energy_ev=-10.68
O -1.531 0.280 0.008 -0.60
C -0.789 0.859 0.759 0.67
O -0.168 0.425 1.844 -0.67
H -0.625 1.982 0.870 0.11
H -0.240 -0.567 1.988 0.50
O 2.229 -0.801 -0.804 -0.25
N 1.064 -0.634 -0.758 0.34
O 0.460 -0.653 -2.057 -0.56
H -0.399 -0.892 -1.850 0.48



(7)
9
Properties=species:S:1:pos:R:3:nbo_charge:R:1 method="wB97M-V/def2-TZVPD" smiles="O=[N+]([O-])OCO" homo_lumo_gap_ev=11.84 homo_energy_ev=-11.34
O -0.759 1.632 2.446 -0.35
N -1.621 1.463 1.683 0.74
O -2.641 2.075 1.584 -0.34
O -1.484 0.375 0.723 -0.45
C 0.065 0.043 0.223 0.23
O 0.428 0.675 -0.982 -0.70
H 0.103 -1.045 0.081 0.18
H 0.738 0.551 0.864 0.20
H -0.157 0.457 -1.787 0.49



(8)
10
Properties=species:S:1:pos:R:3:nbo_charge:R:1 method="wB97M-V/def2-TZVPD" homo_lumo_gap_ev=8.43 homo_energy_ev=-10.38
C 1.572 0.112 -0.923 -0.83
N -2.106 0.117 0.605 0.73
O -1.618 0.453 1.659 -0.47
O -3.266 -0.069 0.446 -0.36
O 0.953 -1.107 1.382 -0.78
O -1.247 -0.062 -0.359 -0.53
S 0.697 0.143 0.760 1.49
H 2.090 0.960 -0.966 0.22
H 0.769 0.295 -1.714 0.28
H 2.155 -0.841 -0.890 0.26



The records above give, respectively, energy relative to the best compared isomer or geometry (same formula, charge and spin) values of 108.94 0.00 19.06 19.30 83.58 19.03 68.66 93.15 kcal per mole.
The records above give, respectively, LUMO level values of 0.1662 0.1359 0.2441 0.2425 -0.0594 -0.0036 0.0183 -0.0714 Ha.